A 2-piece molecular cluster, C2H12N4 overall in a non-equilibrium geometry. Source: the Open Molecules 2025 dataset; level of theory: wB97M-V/def2-TZVPD.

```
! wB97M-V def2-TZVPD RIJCOSX def2/J DEFGRID3
* xyz 0 1
N 1.59 1.34 -0.23
C 1.88 0.29 -1.24
N 0.84 -0.10 -2.18
H 0.70 1.10 0.27
H 1.39 2.24 -0.67
H 2.12 -0.65 -0.61
H 2.77 0.56 -1.85
H -0.07 -0.19 -1.72
H 0.92 -0.33 -3.15
N -1.96 -0.90 0.29
C -1.23 -0.79 1.51
N -0.78 0.65 1.85
H -1.34 -0.65 -0.53
H -2.63 -1.63 0.02
H -0.37 -1.40 1.39
H -1.89 -1.31 2.34
H -0.32 0.64 2.72
H -1.63 1.12 1.79
*
```

highest occupied orbital energy = -0.31501 Eh
F_max = 0.087 hartree/bohr
orbital gap = 9.63 eV
SMILES string = NCN.NCN

These are the Mulliken partial charges, in e, on atoms 1 to 5:
1 N -0.55
2 C -0.31
3 N -0.31
4 H 0.20
5 H 0.27


One molecule with the formula C6H9N in a non-equilibrium geometry. Source: the Open Molecules 2025 dataset; level of theory: wB97M-V/def2-TZVPD.

```
! wB97M-V def2-TZVPD RIJCOSX def2/J DEFGRID3
* xyz 0 1
C -1.42 -0.62 -0.41
C -0.20 0.03 -1.10
C 1.10 0.10 -0.35
C 1.46 -0.79 0.81
C 0.13 1.26 -0.26
C -0.86 1.27 0.80
N -1.69 1.40 1.61
H -2.27 -0.55 -1.07
H -1.21 -1.66 -0.13
H -1.86 0.00 0.58
H -0.13 0.09 -2.20
H 1.96 0.37 -0.97
H 0.56 -1.12 1.35
H 1.99 -1.68 0.47
H 2.10 -0.27 1.52
H 0.39 2.25 -0.60
*
```

highest occupied orbital energy = -0.36255 Eh
F_max = 0.091 hartree/bohr
orbital gap = 10.76 eV
SMILES string = C[C@@H]1[C@H](C)[C@@H]1C#N

These are the Mulliken partial charges, in e, on atoms 1 to 5:
1 C -1.35
2 C -0.06
3 C 0.14
4 C -1.44
5 C -0.22


A 2-piece molecular cluster, C2H3F4N overall in a non-equilibrium geometry. Source: the Open Molecules 2025 dataset; level of theory: wB97M-V/def2-TZVPD.

```
! wB97M-V def2-TZVPD RIJCOSX def2/J DEFGRID3
* xyz 0 1
C 1.29 0.20 0.33
C -1.79 -0.13 -0.05
N 0.65 -0.91 -0.24
F 2.64 -0.06 0.26
F 1.13 1.43 -0.36
F -1.76 0.17 1.24
F -1.81 1.00 -0.77
H 1.09 0.28 1.33
H -2.36 -0.95 -0.54
H 0.91 -1.03 -1.21
*
```

highest occupied orbital energy (spin up / spin down) = -0.34051 / -0.39698 Eh
F_max = 0.067 hartree/bohr
orbital gap (spin up / spin down) = 7.93 / 10.61 eV

These are the Mulliken partial charges, in e, on atoms 1 to 5:
1 C 0.42
2 C 0.23
3 N -0.54
4 F -0.25
5 F -0.28


A 8-piece molecular cluster, CH18O8 overall in a non-equilibrium geometry. Source: the Open Molecules 2025 dataset; level of theory: wB97M-V/def2-TZVPD.

```
! wB97M-V def2-TZVPD RIJCOSX def2/J DEFGRID3
* xyz 0 1
O 17.31 -18.56 8.17
H 17.60 -19.29 7.61
H 16.39 -18.31 8.05
H 17.88 -17.77 7.94
C 19.77 -15.70 7.49
O 18.45 -16.18 7.67
H 20.57 -16.46 7.49
H 19.89 -15.52 6.42
H 20.14 -14.91 8.15
O 18.86 -14.11 3.69
H 18.95 -13.80 2.79
H 19.63 -14.66 3.85
O 23.47 -15.15 6.37
H 23.50 -14.71 5.52
H 22.75 -14.72 6.84
O 17.28 -13.80 5.79
H 17.66 -13.66 4.91
H 17.90 -14.39 6.23
O 19.90 -16.26 10.85
H 19.43 -16.71 11.56
H 19.33 -16.35 10.08
O 16.72 -14.85 9.36
H 16.62 -15.46 10.10
H 17.25 -15.34 8.71
O 17.67 -16.96 4.93
H 17.82 -16.26 4.28
H 18.17 -16.68 5.71
*
```

highest occupied orbital energy = -0.32679 Eh
F_max = 0.073 hartree/bohr
orbital gap = 7.94 eV

These are the Mulliken partial charges, in e, on atoms 1 to 5:
1 O -0.37
2 H 0.46
3 H 0.44
4 H 0.36
5 C -0.72


One molecule with the formula C4H7F in a non-equilibrium geometry. Source: the Open Molecules 2025 dataset; level of theory: wB97M-V/def2-TZVPD.

```
! wB97M-V def2-TZVPD RIJCOSX def2/J DEFGRID3
* xyz 0 1
C -1.42 -0.47 -0.03
C -0.14 0.39 -0.06
F -0.56 1.71 0.10
C 1.08 0.19 -0.73
C 1.05 -0.05 0.76
H -2.13 -0.14 -0.82
H -1.83 -0.16 0.91
H -1.32 -1.57 -0.19
H 1.52 1.13 -1.16
H 1.30 -0.70 -1.36
H 1.00 -1.07 1.11
H 1.44 0.73 1.48
*
```

highest occupied orbital energy = -0.37054 Eh
F_max = 0.080 hartree/bohr
orbital gap = 11.23 eV
SMILES string = CC1(F)CC1

These are the Mulliken partial charges, in e, on atoms 1 to 5:
1 C -1.19
2 C 1.03
3 F -0.33
4 C -0.65
5 C -0.77


C10H13As2IO3PdS4 as an isolated structure. Source: the Open Molecules 2025 dataset; level of theory: wB97M-V/def2-TZVPD.

```
! wB97M-V def2-TZVPD RIJCOSX def2/J DEFGRID3
* xyz -2 1
Pd 1.37 0.56 0.01
S 5.72 1.88 -2.16
As 3.74 2.21 -1.59
S 2.36 0.50 -2.04
S 3.23 1.80 0.53
S 2.92 4.08 -2.19
C 0.81 4.07 0.97
As -0.55 2.82 0.42
C -0.61 2.77 -1.50
C -2.19 3.74 0.96
O -0.55 1.36 1.20
H 0.37 5.06 1.07
H 1.60 4.08 0.22
H 1.22 3.74 1.92
H -1.38 3.44 -1.88
H -0.82 1.74 -1.80
H 0.37 3.07 -1.88
H -2.23 4.74 0.53
H -2.21 3.80 2.04
H -3.05 3.16 0.61
I -2.54 -7.67 -0.03
C -1.56 -5.80 0.16
C -0.43 -5.71 0.96
C 0.19 -4.48 1.08
C -0.29 -3.36 0.41
C -1.41 -3.49 -0.40
C -2.07 -4.71 -0.52
C 0.41 -2.02 0.57
O 0.15 -1.18 -0.34
O 1.14 -1.88 1.56
H -0.05 -6.58 1.47
H 1.06 -4.35 1.72
H -1.76 -2.61 -0.93
H -2.95 -4.80 -1.14
*
```

highest occupied orbital energy = -0.05378 Eh
F_max = 0.016 hartree/bohr
orbital gap = 4.70 eV

These are the Mulliken partial charges, in e, on atoms 1 to 5:
1 Pd 0.37
2 S -0.61
3 As 0.49
4 S -0.48
5 S -0.46


- Among the records above, which one has the lowest F_max?
  C10H13As2IO3PdS4